C14H24Br10Cl12 | ωB97M-V with the def2-TZVPD basis set

## Properties
Orbital gap   10.31 eV
LUMO energy   0.2 eV
E_HOMO   -10.154 eV
Total charge   0
Molecular weight   1416.8 g mol⁻¹
SMILES string   ClC(Cl)Cl.ClC(Cl)Cl.ClC(Cl)Cl.ClC(Cl)Cl.BrCCBr.BrCCBr.BrCCBr.BrCCBr.BrCCBr
Max |F|   0.0335 Eh/bohr

Structure (XYZ):
```
60
Properties=species:S:1:pos:R:3:forces:R:3
Cl 10.97813 -0.11665 8.69889 0.48 0.08 0.60
C 12.31585 -1.26097 8.49206 -0.12 -0.16 0.42
Cl 11.67373 -2.82434 7.98675 0.21 0.02 0.01
Cl 13.21606 -1.39418 10.00732 0.00 -0.08 -0.10
H 13.00395 -0.90980 7.73353 -0.16 0.16 -0.02
Cl 11.82486 5.24932 5.76840 -0.04 -0.07 -0.01
C 13.18589 5.31692 4.64371 -0.19 0.14 -0.09
Cl 14.69111 5.50863 5.52757 0.12 0.11 0.05
Cl 12.96489 6.62495 3.47930 0.03 0.02 0.00
H 13.21193 4.39282 4.07815 0.06 -0.09 0.09
Cl 18.26881 -0.33403 7.60683 -0.02 -0.03 -0.12
C 18.70808 1.36637 7.84818 -0.31 -0.34 0.29
Cl 17.66818 2.40915 6.89284 0.04 0.21 -0.09
Cl 20.39629 1.64054 7.50666 0.27 0.06 -0.08
H 18.52369 1.56592 8.89492 0.05 0.16 0.01
Cl 17.10329 -6.22570 6.03270 -0.09 0.04 -0.10
C 17.46517 -4.70774 5.20970 0.30 0.04 0.19
Cl 18.15843 -4.98843 3.61566 0.01 -0.04 -0.03
Cl 18.56220 -3.73491 6.20971 -0.13 0.00 -0.14
H 16.55216 -4.14803 5.07321 -0.14 0.03 0.09
Br 17.83179 4.86136 0.70095 0.07 -0.05 -0.13
C 15.93694 4.78956 1.06041 -0.68 -0.28 0.11
C 15.35939 3.41968 0.73746 0.90 0.10 0.02
Br 13.43477 3.47008 0.85034 -0.11 -0.03 0.12
H 15.41403 5.53836 0.47376 0.28 0.22 0.01
H 15.83484 4.99936 2.12153 -0.11 0.15 -0.02
H 15.73828 2.69157 1.44789 -0.20 -0.14 -0.02
H 15.63814 3.10121 -0.26231 -0.17 0.05 -0.08
Br 15.28454 2.37590 4.19102 0.14 0.06 -0.36
C 15.02718 0.81709 5.24280 -0.21 -0.80 1.51
C 14.86915 -0.47780 4.49927 -0.27 0.02 -0.18
Br 14.56993 -1.84948 5.85399 0.30 -0.12 0.06
H 14.15997 0.96873 5.88479 -0.24 0.21 -0.55
H 15.82187 0.72167 5.98244 0.42 0.20 -0.44
H 15.73612 -0.78184 3.92353 0.03 0.04 -0.03
H 13.96436 -0.49305 3.89810 0.10 0.07 -0.18
Br 12.13152 5.43824 10.34167 0.09 0.12 0.14
C 13.36303 4.37225 9.31840 -0.25 -1.13 -0.93
C 12.95404 2.89616 9.40970 0.47 0.94 0.62
Br 14.21758 1.89151 8.33257 -0.15 -0.04 0.08
H 14.39545 4.48246 9.63032 -0.08 0.34 0.29
H 13.26613 4.65319 8.27194 0.08 0.38 0.11
H 11.94066 2.74261 9.06044 0.04 -0.21 -0.13
H 13.08372 2.56854 10.43675 -0.20 -0.30 -0.05
Br 10.19826 -4.33145 0.89137 -0.01 -0.12 0.05
C 10.21402 -4.65433 2.80334 -0.81 -0.26 -0.07
C 11.56905 -4.55877 3.42609 -0.13 -0.85 0.69
Br 12.43505 -2.86754 3.16782 0.04 -0.03 -0.11
H 9.80669 -5.65139 2.98325 0.28 -0.12 -0.28
H 9.45746 -4.00467 3.23693 0.36 0.45 0.00
H 12.22373 -5.37001 3.11461 0.14 0.30 -0.53
H 11.43911 -4.76921 4.49201 0.04 0.58 0.07
Br 8.75307 -2.04809 5.97821 -0.19 0.01 -0.13
C 9.49082 -0.27140 5.86904 -0.46 1.39 0.38
C 10.54768 -0.20269 4.81248 0.41 -0.47 0.00
Br 11.43693 1.52151 4.80266 -0.05 0.22 0.10
H 9.83917 0.01657 6.85975 0.20 -0.57 -0.58
H 8.71851 0.48274 5.70113 -0.35 -0.50 -0.45
H 10.16621 -0.36075 3.80926 -0.07 -0.02 0.01
H 11.33400 -0.92447 5.01241 0.01 -0.07 -0.06
```
Forces are in eV/Å.

***

C14H24ClF2N3O8P | ωB97M-V with the def2-TZVPD basis set

## Properties
Orbital gap   9.51 eV
LUMO energy   -2.7 eV
E_HOMO   -12.238 eV
Total charge   +1
Molecular weight   466.8 g mol⁻¹
Max |F|   0.0424 Eh/bohr

Structure (XYZ):
```
53
Properties=species:S:1:pos:R:3:forces:R:3
C 0.62802 -2.87237 0.92560 0.10 0.42 -0.30
C 1.50208 -1.67589 0.56149 0.29 -0.43 0.81
C 1.13970 -0.39657 1.31318 0.03 -0.30 -0.50
C 0.50249 0.61971 0.38378 0.42 0.57 0.56
C 1.54701 1.25255 -0.53753 -0.20 -0.41 -0.17
N -0.60086 0.06141 -0.39172 0.56 -0.39 -1.01
C -1.74285 -0.25490 0.10090 -0.28 -0.48 1.60
N -2.11094 -0.06729 1.39122 -0.33 2.14 -0.24
C -3.54682 0.39616 1.27655 0.80 -1.63 -0.02
C -4.03061 -0.36306 0.00792 0.19 0.18 0.70
P -5.43778 -1.61817 0.11115 -0.31 -0.54 -0.31
O -4.75476 -2.95488 0.71563 0.26 0.60 0.50
Cl -6.36220 -0.80992 1.78649 0.00 0.05 -0.14
N -2.77190 -0.80293 -0.59557 -0.25 0.40 -1.60
O -2.68207 -2.17589 -0.90379 0.10 -0.52 -0.07
H 0.38234 -2.82398 1.97447 -0.23 -0.11 0.38
H -0.29297 -2.90266 0.35084 -0.26 -0.09 0.01
H 1.16793 -3.79022 0.76352 0.05 -0.43 -0.19
H 2.50356 -1.95287 0.86022 0.42 -0.03 -0.05
H 1.54297 -1.52388 -0.50430 -0.07 0.13 -0.23
H 2.03635 0.06792 1.69258 0.27 0.27 0.19
H 0.54312 -0.62219 2.18874 -0.37 0.00 0.12
H 0.09014 1.40457 1.00320 -0.27 0.24 0.07
H 2.50268 0.78090 -0.37374 0.36 -0.15 0.00
H 1.30942 1.10690 -1.58419 -0.07 0.19 -0.19
H 1.66511 2.29981 -0.32202 -0.04 0.41 -0.01
H -0.44956 -0.10375 -1.38563 0.10 -0.16 0.07
H -1.60063 0.68230 1.86040 0.37 -0.42 0.29
H -3.54738 1.45303 1.06959 -0.22 0.40 0.33
H -4.02116 0.10378 2.19650 -0.49 0.33 0.13
H -4.42705 0.39360 -0.65724 -0.39 0.05 -0.25
H -4.12347 -2.74876 1.42744 -0.15 -0.43 -0.13
H -1.74853 -2.40251 -1.05538 -0.21 0.33 -0.11
C 3.08717 -2.92329 -4.48394 0.03 -0.09 -0.26
C 2.89267 -3.62666 -3.15957 0.34 0.07 0.02
O 2.34271 -2.58724 -2.35337 -0.36 -0.13 -0.27
C 1.68417 -1.73926 -3.18355 0.17 -0.09 -0.09
O 0.89988 -0.91918 -2.81059 -0.09 0.00 -0.02
O 2.02163 -1.95597 -4.46232 0.00 -0.01 0.20
F 4.05787 -4.03530 -2.61939 -0.07 0.08 0.04
H 4.04574 -2.40663 -4.52794 0.02 -0.02 0.13
H 2.99293 -3.58302 -5.34097 -0.21 0.11 -0.04
H 2.19665 -4.46588 -3.18756 0.04 -0.05 0.07
C 1.70592 5.19622 1.49119 0.26 -0.02 -0.03
C 0.67981 5.94434 2.31083 -0.14 0.11 -0.21
O -0.33929 4.96292 2.48144 0.23 -0.10 0.25
C 0.25297 3.74931 2.43265 -0.04 0.13 0.06
O -0.25732 2.73374 2.79019 -0.11 -0.13 -0.22
O 1.50493 3.84208 1.93420 -0.11 0.08 -0.02
F 0.17268 7.00084 1.64653 -0.07 -0.06 0.00
H 1.49235 5.26485 0.42399 -0.12 0.08 0.02
H 2.72609 5.51835 1.67676 0.03 -0.19 0.12
H 1.02907 6.26982 3.29116 -0.05 0.08 0.00
```
Forces are in eV/Å.

***

C14H24CuN6OSSe | ωB97M-V with the def2-TZVPD basis set

## Properties
Orbital gap (alpha / beta)   8.48 / 6.91 eV
LUMO energy (alpha / beta)   0.2 / -1.3 eV
E_HOMO (alpha / beta)   -8.287 / -8.222 eV
2S+1   2
Total charge   0
Molecular weight   467.0 g mol⁻¹
Max |F|   0.0077 Eh/bohr
⟨S²⟩   0.756

Structure (XYZ):
```
48
Properties=species:S:1:pos:R:3:forces:R:3
Cu -0.04473 -1.24029 -0.38260 0.09 0.38 0.04
C -2.01831 -3.36775 1.61346 0.01 -0.05 -0.04
C -1.45635 -2.02159 2.06282 -0.02 0.02 0.02
C -1.06860 -2.08703 3.53932 0.05 0.04 -0.01
C -2.49308 -0.92264 1.84347 0.02 0.03 -0.07
O -0.27418 -1.74683 1.34071 0.04 -0.16 0.04
H -2.91409 -3.62023 2.18593 0.04 -0.01 -0.02
H -1.27059 -4.15051 1.76065 -0.04 0.02 -0.01
H -2.28186 -3.33315 0.55461 0.01 -0.01 0.03
H -1.93729 -2.32846 4.15584 0.04 0.01 -0.01
H -0.66495 -1.12506 3.86580 -0.01 -0.05 0.00
H -0.30536 -2.85325 3.68814 -0.03 0.01 0.02
H -3.39998 -1.11623 2.42062 0.01 0.02 -0.02
H -2.77653 -0.86835 0.78858 0.00 0.01 0.06
H -2.08811 0.04328 2.16004 -0.02 -0.02 0.00
C -0.95297 1.39175 -1.35940 0.08 0.15 0.06
N 0.33943 0.86686 -0.81806 -0.38 -0.03 0.11
C 1.42648 1.35155 -1.69740 -0.03 0.00 -0.03
N 1.45060 2.80556 -1.78518 -0.05 0.00 0.05
C 0.15008 3.26728 -2.29273 0.01 -0.06 0.08
N -0.95592 2.84616 -1.42939 0.10 -0.05 0.02
C -0.72686 3.37956 -0.08336 0.05 -0.07 -0.05
N 0.55505 2.92858 0.47489 0.03 -0.04 -0.08
C 0.54791 1.47412 0.52996 0.05 0.10 -0.12
C 1.62785 3.34995 -0.43310 -0.09 -0.08 -0.02
H -1.76549 1.04974 -0.71669 -0.01 -0.01 0.02
H -1.10059 0.97139 -2.35301 -0.01 -0.04 -0.03
H 1.27950 0.92986 -2.69342 -0.02 -0.02 -0.01
H 2.37895 0.99883 -1.29862 0.03 -0.02 0.01
H -0.00567 2.86325 -3.29413 0.00 -0.01 -0.01
H 0.16312 4.35606 -2.35084 0.00 0.02 0.00
H -1.53487 3.04949 0.57113 -0.01 0.00 0.01
H -0.73005 4.46904 -0.12541 0.00 0.02 -0.01
H -0.24043 1.12587 1.19547 -0.05 -0.01 -0.01
H 1.50727 1.12245 0.91432 0.01 -0.03 0.02
H 2.58572 3.01050 -0.03468 0.01 -0.01 0.01
H 1.63781 4.43849 -0.49052 0.00 0.02 0.00
S 4.30982 -2.43169 0.24487 -0.04 0.02 0.07
C 4.15094 -2.08678 -1.42266 0.05 -0.05 -0.01
C 2.85505 -1.82285 -1.71501 -0.14 -0.02 0.08
N 1.99892 -1.87919 -0.63811 0.31 0.05 0.12
C 2.63595 -2.18884 0.45850 0.02 -0.06 -0.11
H 4.99919 -2.10694 -2.08835 -0.07 -0.01 0.02
H 2.46029 -1.59734 -2.69569 0.01 0.02 0.05
H 2.13060 -2.29036 1.41212 0.01 0.03 -0.08
Se -1.25006 -2.17965 -2.16889 0.00 -0.22 -0.25
C -2.93464 -1.55971 -1.81676 -0.22 0.18 0.08
N -3.99898 -1.16493 -1.59720 0.15 -0.04 -0.03
```
Forces are in eV/Å.

***

C14H24N2 | ωB97M-V with the def2-TZVPD basis set

## Properties
Orbital gap   7.50 eV
LUMO energy   0.5 eV
E_HOMO   -7.027 eV
Total charge   0
Molecular weight   220.4 g mol⁻¹
SMILES string   CCCCCCCCCn1ccc(=N)cc1
Max |F|   0.3291 Eh/bohr

Structure (XYZ):
```
40
Properties=species:S:1:pos:R:3:forces:R:3
C 5.87521 2.25814 0.34417 -5.37 3.99 1.29
C 4.72462 1.46173 -0.10815 -5.35 4.11 -0.87
C 4.98767 0.05649 -0.11335 -6.80 -4.13 4.12
C 3.68739 -0.89540 -0.58046 -1.06 4.04 -2.82
C 2.47363 -0.99136 0.25745 -0.59 5.86 6.13
C 1.25500 -1.81356 0.00974 -0.52 3.17 -1.96
C 0.03266 -1.78402 1.08249 1.71 5.33 -7.55
C -1.06595 -2.53552 0.38492 -0.94 1.13 4.59
C -1.85181 -1.86276 -0.72033 3.03 -6.79 -5.17
N -2.49659 -0.66988 -0.63560 5.25 -0.78 -1.93
C -3.52826 -0.83349 0.06715 -2.39 16.73 0.95
C -4.07124 0.62644 0.52964 -2.25 -6.85 -0.16
C -3.47202 1.77377 -0.02781 -6.25 2.50 6.51
N -3.94650 2.94197 0.47834 8.38 0.19 -6.44
C -2.27975 1.55086 -0.57686 6.12 5.69 -5.40
C -1.65827 0.48742 -0.99833 -14.32 -0.93 7.32
H 5.62164 3.34664 0.51168 0.06 -0.88 -0.78
H 6.15040 2.03098 1.27185 1.64 -1.75 3.64
H 6.51001 2.17855 -0.35159 5.90 -0.32 -4.70
H 3.81940 1.92232 0.63937 1.85 -2.18 -2.02
H 4.26214 1.77287 -1.27349 1.60 -0.61 3.23
H 5.08398 -0.46826 0.90284 0.67 1.31 -0.96
H 5.64467 -0.31594 -0.73614 4.01 -1.17 -3.05
H 3.28136 -0.53471 -1.66392 1.27 -0.84 2.04
H 3.97986 -1.86324 -0.64480 1.71 -2.98 -0.79
H 2.10640 0.16890 0.55327 0.35 -2.26 -1.63
H 2.79207 -1.00662 1.35501 0.14 -1.29 -0.85
H 1.04068 -1.26816 -1.07871 -0.52 -2.43 2.25
H 1.58978 -2.79307 0.01340 0.32 -2.36 -1.06
H -0.14158 -0.60108 0.98293 -0.16 -2.50 1.46
H 0.47007 -2.14495 1.90749 0.78 -1.14 3.51
H -0.73200 -3.54095 0.21638 -0.05 -0.47 -0.95
H -1.71554 -2.65716 1.32694 -0.31 -0.17 -1.59
H -2.64454 -2.72911 -0.81600 1.24 1.71 -0.90
H -1.11184 -1.83030 -1.82998 -2.21 -0.47 3.29
H -4.01719 -1.47213 0.52482 -3.61 -7.38 3.36
H -5.13644 0.67369 1.20351 3.37 -0.16 -2.08
H -4.70667 2.83476 0.93986 -6.39 -1.31 3.75
H -1.77510 2.48367 -1.08728 -0.80 -1.16 1.71
H -0.88446 0.28547 -1.38477 10.49 -2.46 -5.49
```
Forces are in eV/Å.

***

C14H24N8ORhS3 | ωB97M-V with the def2-TZVPD basis set

## Properties
Orbital gap (alpha / beta)   6.41 / 6.41 eV
LUMO energy (alpha / beta)   -3.6 / -3.6 eV
E_HOMO (alpha / beta)   -9.987 / -9.987 eV
Total charge   +1
Molecular weight   519.5 g mol⁻¹
Max |F|   0.0337 Eh/bohr

Structure (XYZ):
```
51
Properties=species:S:1:pos:R:3:forces:R:3
Rh 0.46293 0.39728 0.58158 0.84 0.65 -0.45
N -2.71814 3.09275 -0.78213 0.19 -0.38 -0.04
C -1.54344 2.46555 -0.43796 -1.51 0.02 0.71
S -1.59342 1.42944 0.97782 0.63 -0.19 0.07
N -0.53024 2.62675 -1.16650 1.44 0.18 -0.70
N 0.61330 1.98640 -0.69697 -1.21 -1.22 -0.27
C 1.65878 2.13743 -1.41601 0.41 0.55 -0.27
C 2.99319 1.79180 -1.04344 0.03 -0.29 -0.53
C 4.03006 1.98308 -1.97911 -0.44 0.04 -0.15
C 5.33380 1.73480 -1.65319 0.26 -0.07 0.07
C 5.61959 1.29259 -0.35786 -0.02 0.00 0.17
C 4.61815 1.11413 0.57681 0.20 -0.03 0.15
C 3.27604 1.35965 0.25777 -0.27 0.01 0.59
O 2.33671 1.21575 1.18264 0.29 0.15 -0.04
H -3.45252 3.13196 -0.10192 -0.05 0.07 0.12
H -2.64449 3.86542 -1.42210 0.03 0.08 0.02
H 1.50182 2.64270 -2.36227 0.05 0.34 0.05
H 3.77374 2.33804 -2.97378 0.00 -0.04 0.09
H 6.12652 1.87710 -2.37667 -0.06 0.00 0.06
H 6.64858 1.09650 -0.07793 -0.06 -0.03 0.01
H 4.83857 0.77222 1.58174 0.06 0.05 -0.05
N 0.94986 0.09995 2.94026 -0.83 0.12 0.05
N 1.65216 -1.02906 3.32163 0.07 -0.07 -0.07
C 2.23835 -1.79533 2.38971 0.13 -0.10 -0.15
N 3.07216 -2.72802 2.86172 0.06 -0.13 -0.10
S 1.95310 -1.67284 0.73537 -0.43 0.03 -0.14
H 1.55210 0.91675 2.93445 0.17 0.17 -0.13
H 0.16586 0.23079 3.55981 -0.21 0.01 0.17
H 2.01805 -1.05016 4.25707 0.09 0.01 0.26
H 3.20463 -2.89267 3.84484 -0.01 -0.01 0.02
H 3.46349 -3.38549 2.21189 0.08 -0.04 -0.02
C -1.83445 -2.22140 1.30015 -0.31 -0.40 -0.32
N -2.66997 -1.92167 0.14033 0.12 -0.29 -0.01
C -3.69029 -2.95973 -0.11987 0.06 0.29 0.15
C -2.25219 -1.11773 -0.86002 -0.06 0.08 0.01
S -0.56484 -0.77402 -1.23363 -0.25 -0.08 0.78
N -3.19004 -0.60198 -1.64585 -0.09 0.18 -0.42
C -2.89154 0.02120 -2.94960 -0.16 -0.03 0.29
C -4.56883 -0.40179 -1.19013 0.11 0.02 -0.08
H -2.49086 -2.55651 2.10464 0.02 -0.02 -0.07
H -1.31979 -1.34259 1.62673 0.27 0.51 0.14
H -1.09924 -2.99662 1.08238 0.05 -0.06 -0.06
H -3.23503 -3.93402 0.05756 0.04 0.00 0.03
H -4.01908 -2.92796 -1.15237 0.02 0.04 -0.04
H -4.55506 -2.85501 0.53839 0.06 0.05 -0.02
H -1.99279 -0.39252 -3.38013 0.12 -0.10 -0.02
H -2.76902 1.09800 -2.83549 0.00 0.03 0.08
H -3.72910 -0.17686 -3.61763 -0.02 -0.02 0.06
H -4.61203 -0.45481 -0.10740 0.04 -0.02 0.06
H -5.25989 -1.12385 -1.62039 -0.02 -0.06 -0.04
H -4.87524 0.59464 -1.50494 0.03 0.02 -0.02
```
Forces are in eV/Å.